Record 1
The following is a quantum chemistry calculation of an isolated ion of composition C4H9NO4PS and charge +1 in a non-equilibrium geometry, from OMol25.

XYZ file:
```
20
Properties=species:S:1:pos:R:3
C -1.13428 0.95868 1.50140
C -0.05218 0.23531 0.74745
S 1.43954 0.92339 1.69846
C -0.11749 -1.31631 0.88287
O 0.73504 -1.93432 -0.09043
P 0.68471 -1.57072 -1.65022
O 1.79366 -2.00637 -2.43306
O -0.81115 -1.87312 -2.06089
O 0.60013 0.14071 -1.61655
C 0.20699 0.86193 -0.62257
N 0.04838 2.14314 -0.78897
H -1.11868 0.40751 2.44073
H -2.14303 0.94597 1.02757
H -0.88682 1.96386 1.76932
H 2.57150 0.50378 1.10211
H 0.27240 -1.59755 1.82928
H -1.12005 -1.71191 0.92052
H -0.86294 -2.14402 -2.97549
H -0.10962 2.39594 -1.74082
H 0.00388 2.67410 0.05929
```

Values from the calculation:
LUMO, eV: -4.356
SMILES string: C[C@@]1(S)CO[P@@](=O)(O)OC1=[NH2+]
Multiplicity: 1
Charge: +1
Energy relative to the best compared isomer or geometry (same formula, charge and spin), kJ/mol: 0.0

Record 2
The following is a quantum chemistry calculation of an isolated ion of composition C4H9NOS and charge -1 in a non-equilibrium geometry, from OMol25.

XYZ file:
```
16
Properties=species:S:1:pos:R:3
O -0.33662 -0.51003 2.59132
C -0.22802 -0.90418 1.35270
C 0.75522 -0.19385 0.44668
C 0.12981 0.39317 -0.81774
C -1.01066 1.35605 -0.51822
S -2.55633 0.99181 -1.40598
N 1.78790 -1.21088 -0.06730
H -0.63801 -1.87420 1.05151
H 1.25589 0.52543 1.09170
H -0.15393 -0.46809 -1.41111
H 0.92603 0.88322 -1.40435
H -1.15372 1.39092 0.55654
H -0.80138 2.35484 -0.90829
H -2.66060 -0.29318 -1.08895
H 2.65998 -0.69734 -0.23714
H 2.02443 -1.74370 0.76864
```

Values from the calculation:
LUMO (alpha / beta), eV: 3.347 / 3.285
Multiplicity: 2
⟨S²⟩: 0.754
Charge: -1
Energy relative to the best compared isomer or geometry (same formula, charge and spin), kJ/mol: 74.0

Record 3
The following is a quantum chemistry calculation of one molecule with the formula C4H9NOS in a non-equilibrium geometry, from OMol25.

XYZ file:
```
16
Properties=species:S:1:pos:R:3
C -1.49751 -0.81269 1.47167
N -1.07692 0.31822 0.58997
C -0.10533 -0.03273 -0.40320
C -0.09540 1.03878 -1.52116
O -0.53167 2.16303 -1.37031
C 1.29271 -0.07427 0.14339
S 2.57949 -0.37295 -1.27355
H -1.30235 -0.47534 2.52597
H -0.88982 -1.68474 1.29956
H -2.53594 -1.09814 1.34304
H -1.98349 0.78873 0.19596
H -0.31242 -0.98394 -0.92898
H 0.32160 0.61722 -2.57530
H 1.35076 -0.96802 0.72900
H 1.57196 0.78987 0.87551
H 3.21432 0.78698 -1.10158
```

Values from the calculation:
LUMO, eV: 0.797
SMILES string: CN[C@@H](C=O)CS
Multiplicity: 1
Charge: 0
Energy relative to the best compared isomer or geometry (same formula, charge and spin), kJ/mol: 233.4

Question: charge of number 3 (C4H9NOS)?
Answer: 0

Question: What is the multiplicity in the second record?
Answer: 2

Question: What is the charge in the first record?
Answer: +1